86
Properties=species:S:1:pos:R:3:forces:R:3 method="wB97M-V/def2-TZVPD" fmax_ev_per_a=3.406 lumo_energy_ev="-7.35 / -7.25" total_energy_ha=-5921.7303 homo_energy_ha="-0.522 / -0.522" total_charge=+2 de_lowest_kj_mol=91.9 gap_ev="6.862 / 6.963" multiplicity=2
Fe -1.21656 -0.84915 -0.39752 -3.370 0.096 -0.480
C -0.50027 1.96332 -3.79182 -0.197 0.259 -0.033
C -0.54220 0.82540 -3.00050 -0.074 -0.218 -0.005
N -1.43438 0.70433 -2.01801 0.842 -0.622 0.104
C -2.29144 1.71104 -1.81972 -0.053 0.057 0.120
C -2.23079 2.84525 -2.61105 0.175 0.186 -0.373
N -1.33955 2.97418 -3.59153 -0.029 -0.133 0.127
C -3.21822 1.54440 -0.68320 0.101 0.368 -0.214
C -4.33584 2.32211 -0.45250 -0.139 0.081 0.040
C -5.12708 2.06115 0.66814 -0.045 0.003 0.018
C -4.73589 1.02499 1.52031 -0.164 0.078 -0.030
C -3.62022 0.28040 1.19817 -0.006 -0.227 0.424
N -2.88752 0.54129 0.11828 1.205 0.914 0.831
C -3.12302 -0.88245 1.96486 -0.023 0.254 0.034
C -3.82905 -1.53930 2.95449 0.044 -0.233 0.348
N -3.30636 -2.56301 3.63120 0.066 0.070 -0.176
C -2.08102 -2.95604 3.30317 -0.334 0.170 0.157
C -1.38686 -2.35333 2.26024 0.203 0.156 0.006
N -1.90818 -1.31716 1.61079 0.640 -0.666 -0.792
C -6.35709 2.84042 0.92523 0.177 -0.047 -0.065
C -7.53144 2.19869 1.28859 -0.113 -0.132 0.092
C -8.67478 2.96300 1.47383 0.054 0.379 -0.041
N -8.69392 4.29014 1.33046 0.227 -0.137 -0.014
C -7.55490 4.90141 0.99511 -0.280 -0.207 0.086
C -6.36734 4.21953 0.77426 0.062 0.150 -0.055
H 0.22479 2.06786 -4.59066 -0.029 -0.039 0.041
H 0.14292 0.00220 -3.15654 0.007 0.020 0.028
H -2.89372 3.68714 -2.45018 0.000 -0.051 0.014
H -4.61859 3.10771 -1.14049 -0.012 -0.034 0.019
H -5.28968 0.83041 2.42943 -0.024 -0.013 -0.062
H -4.84574 -1.25940 3.20773 0.078 0.038 0.025
H -1.64724 -3.77124 3.86859 -0.014 -0.014 -0.060
H -0.41365 -2.70711 1.94276 -0.047 0.001 -0.052
H -7.57465 1.12107 1.39787 -0.017 0.042 -0.003
H -9.61395 2.49598 1.74644 0.019 0.006 -0.017
H -7.59782 5.98036 0.89904 -0.006 -0.036 0.005
H -5.46530 4.76358 0.51801 -0.054 0.000 0.008
N -2.97649 -1.53564 -1.14124 -0.753 -0.770 -0.177
N -3.15352 -2.85862 -0.68333 -0.389 0.180 0.187
C -1.95054 -3.50113 -0.52211 0.672 -0.321 -0.139
O -1.77910 -4.64980 -0.24955 -0.382 -0.065 0.014
O -0.96551 -2.63441 -0.71073 1.936 0.511 0.381
H -3.65132 -0.92998 -0.69582 -0.369 -0.429 -0.403
H -3.07772 -1.46410 -2.15371 0.200 -0.020 -0.058
H -3.98021 -3.39294 -0.90344 -0.118 0.148 -0.214
C 3.50724 -2.42035 -2.24072 0.068 -0.116 -0.017
C 3.78954 -2.31213 -0.73552 -0.237 -0.159 -0.095
C 2.78786 -3.23691 -0.01842 0.056 -0.075 -0.023
C 5.23432 -2.79777 -0.46944 0.026 0.091 0.028
Si 3.71473 -0.53971 -0.12486 -0.094 -0.117 0.107
Br 0.97863 -0.19009 0.03164 0.673 0.328 0.302
C 4.11194 -0.22561 1.68730 -0.302 0.097 0.198
C 5.62550 0.09059 1.73687 0.007 -0.022 -0.088
C 3.32672 0.95541 2.29358 0.095 -0.014 0.035
C 3.81841 -1.45044 2.56663 0.093 0.049 0.090
C 4.09151 0.84445 -1.34001 -0.306 0.219 -0.134
C 5.57119 0.67510 -1.75314 0.013 -0.134 0.002
C 3.89419 2.23203 -0.70724 0.127 0.016 -0.052
C 3.20785 0.80011 -2.59996 0.101 0.079 -0.049
H 3.54792 -3.47728 -2.52055 -0.003 0.045 0.004
H 4.25218 -1.89893 -2.84324 -0.046 -0.039 0.003
H 2.51125 -2.05089 -2.49943 0.052 -0.034 0.014
H 2.91848 -4.25044 -0.41043 -0.002 0.049 0.021
H 1.75376 -2.94242 -0.21074 0.053 -0.052 -0.024
H 2.94299 -3.28057 1.05654 -0.011 -0.036 -0.043
H 5.33697 -3.80939 -0.87218 0.001 0.042 0.009
H 5.47418 -2.84054 0.59394 -0.004 -0.032 -0.067
H 5.98252 -2.16856 -0.96204 -0.035 -0.088 0.016
H 5.86253 1.04068 1.25428 -0.003 -0.046 0.073
H 6.23767 -0.69031 1.27387 -0.024 0.057 0.085
H 5.92654 0.16795 2.78557 -0.011 -0.011 -0.046
H 3.45686 1.88544 1.74711 0.000 -0.017 0.077
H 3.69076 1.11713 3.31318 -0.025 -0.012 -0.053
H 2.25848 0.73990 2.35102 0.076 0.001 0.052
H 4.41969 -2.31908 2.30031 -0.049 0.015 0.035
H 2.76154 -1.72659 2.53602 0.058 0.022 0.020
H 4.06230 -1.19268 3.60213 -0.008 -0.018 -0.053
H 6.25206 0.69281 -0.89927 -0.020 0.032 -0.080
H 5.84322 1.50710 -2.40975 -0.010 -0.048 0.026
H 5.74259 -0.25348 -2.30464 -0.008 0.097 0.007
H 4.59787 2.42198 0.10351 -0.052 0.025 -0.038
H 2.87645 2.37136 -0.33319 0.060 0.020 -0.038
H 4.07489 2.98946 -1.47630 0.000 -0.029 0.044
H 3.31872 -0.11842 -3.16762 -0.015 0.051 -0.027
H 3.50482 1.62771 -3.25313 -0.033 -0.032 0.050
H 2.15406 0.93087 -2.34508 0.070 0.044 -0.015